# C25H33CoN6O2SSi

C25H33CoN6O2SSi as an isolated structure (the ωB97M-V functional and the def2-TZVPD basis, the Open Molecules 2025 dataset).

ΔE to the lowest compared entry with this formula, charge and spin in kJ/mol: 20.69
⟨S²⟩: 6.033

```
! wB97M-V def2-TZVPD RIJCOSX def2/J DEFGRID3
* xyz 2 5
Co -0.65 0.59 -0.14
O 3.53 -1.09 0.07
C 4.17 -0.12 -0.62
C 5.56 -0.20 -0.72
C 6.26 0.77 -1.41
C 5.60 1.84 -2.01
C 4.23 1.94 -1.90
C 3.49 0.97 -1.20
C 2.05 1.11 -1.03
O 1.37 0.15 -0.51
N 1.49 2.27 -1.39
N 0.20 2.27 -1.11
C -0.59 3.24 -1.43
C -1.97 3.12 -1.01
C -2.96 4.00 -1.43
C -4.27 3.78 -1.05
C -4.57 2.68 -0.25
C -3.53 1.86 0.14
N -2.26 2.06 -0.22
H 2.58 -0.95 -0.06
H 6.05 -1.05 -0.26
H 7.33 0.69 -1.49
H 6.16 2.58 -2.56
H 3.69 2.76 -2.36
H -0.24 4.09 -2.00
H -2.69 4.84 -2.05
H -5.06 4.45 -1.36
H -5.58 2.46 0.06
H -3.72 1.00 0.78
C -1.95 -6.01 -1.90
Si -1.45 -4.80 -0.56
C -2.23 -5.25 1.10
C 0.43 -4.67 -0.35
C -2.08 -3.10 -1.18
C -2.95 -2.99 -2.26
C -3.22 -1.76 -2.85
C -2.58 -0.62 -2.36
N -1.80 -0.68 -1.30
C -1.58 -1.87 -0.69
S -0.74 -1.70 0.79
H -1.39 -6.94 -1.80
H -1.76 -5.63 -2.90
H -3.01 -6.27 -1.82
H -1.86 -6.24 1.38
H -3.31 -5.30 1.04
H -1.94 -4.55 1.88
H 0.92 -5.55 -0.76
H 0.68 -4.61 0.71
H 0.85 -3.80 -0.85
H -3.43 -3.88 -2.65
H -3.89 -1.69 -3.70
H -2.70 0.34 -2.83
N 1.65 2.73 3.93
C 0.25 3.17 3.65
C -0.11 2.78 2.22
N 0.04 1.35 1.97
C 1.40 0.90 2.31
C 1.79 1.25 3.74
H 1.94 3.00 4.88
H 2.28 3.20 3.28
H 0.17 4.25 3.80
H -0.40 2.67 4.37
H 0.55 3.31 1.52
H -1.13 3.09 2.00
H -0.64 0.82 2.52
H 2.10 1.38 1.61
H 1.48 -0.17 2.16
H 2.82 0.95 3.94
H 1.14 0.75 4.46
*
```


# C25H33GaI2OP2Si

C25H33GaI2OP2Si as an isolated structure (the ωB97M-V functional and the def2-TZVPD basis, the Open Molecules 2025 dataset).

Total energy in Ha: -4539.4511

```
! wB97M-V def2-TZVPD RIJCOSX def2/J DEFGRID3
* xyz 2 1
I 1.98 2.81 -1.23
I 3.79 -2.08 -2.89
Ga 1.69 0.30 -1.05
P 2.94 0.49 1.70
C 4.68 0.47 2.20
C 2.34 2.02 2.47
H 2.85 2.12 3.44
H 2.64 -0.82 3.66
H 1.26 1.98 2.63
H 1.12 -0.73 2.71
H 5.21 1.26 1.66
H 2.57 2.88 1.83
C 2.21 -0.86 2.66
H 4.72 0.65 3.27
H 2.44 -1.82 2.18
H 5.12 -0.50 1.95
P 1.17 0.06 -3.38
C 2.64 0.33 -4.40
C 0.56 -1.65 -3.54
H -1.02 1.08 -3.45
H -0.32 0.87 -5.07
H 0.25 2.20 -4.00
C -0.10 1.17 -4.03
H 0.14 -1.97 -2.57
H -0.19 -1.71 -4.33
H 2.37 0.26 -5.47
H 3.44 -0.47 -4.18
H 1.40 -2.32 -3.77
H 3.09 1.32 -4.18
C 3.65 -0.02 -0.60
O 4.80 0.07 -0.77
C -1.20 -4.39 1.50
C -0.02 -3.94 0.89
C 0.11 -2.62 0.47
C -0.95 -1.71 0.67
C -2.13 -2.15 1.29
C -2.25 -3.48 1.71
Si -0.83 0.08 0.11
C -2.43 0.31 -0.85
C -2.64 -0.41 -2.03
C -3.85 -0.30 -2.73
C -4.89 0.50 -2.22
C -4.70 1.18 -1.01
C -3.48 1.10 -0.33
C -1.02 1.17 1.61
C -1.01 2.57 1.44
C -1.21 3.43 2.53
C -1.42 2.89 3.80
C -1.43 1.52 3.97
C -1.23 0.65 2.89
H -1.30 -5.43 1.82
H 0.80 -4.64 0.72
H 1.04 -2.28 -0.02
H -2.98 -1.47 1.45
H -3.17 -3.81 2.17
H -1.85 -1.07 -2.41
H -4.02 -0.83 -3.66
H -5.85 0.57 -2.74
H -5.51 1.78 -0.60
H -3.37 1.66 0.61
H -0.84 2.99 0.44
H -1.23 4.51 2.37
H -1.63 3.57 4.65
H -1.65 1.09 4.96
H -1.27 -0.43 3.05
*
```


Maximum force, respectively: 1.5; 3.3 eV/A.